Record 1
{
  "formula": "C30H54F15NO8S4Sb2Tl",
  "method": "wB97M-V/def2-TZVPD",
  "species": ["H", "H", "C", "C", "H", "F", "H", "H", "H", "C", "F", "C", "C", "C", "O", "H", "H", "F", "H", "C", "C", "H", "F", "H", "S", "O", "C", "H", "F", "H", "F", "F", "C", "H", "H", "C", "F", "H", "C", "F", "H", "H", "S", "C", "H", "H", "H", "O", "C", "C", "H", "H", "H", "H", "O", "H", "F", "H", "C", "H", "C", "H", "F", "H", "C", "H", "H", "Sb", "H", "H", "H", "H", "S", "N", "H", "H", "H", "Sb", "C", "F", "H", "H", "C", "C", "O", "C", "O", "H", "H", "C", "H", "H", "H", "C", "Tl", "C", "H", "O", "C", "H", "C", "C", "F", "O", "H", "F", "H", "H", "C", "H", "C", "H", "F", "H", "S"],
  "xyz": [[-6.266, -0.859, -1.800], [-4.723, 2.194, -3.354], [-5.449, 1.646, -2.759], [-3.800, -0.236, -2.500], [-0.568, 4.572, -1.106], [2.683, 1.290, 2.858], [6.381, -2.297, -1.938], [-3.163, 4.088, 2.322], [-5.934, 3.985, -0.198], [-5.838, -0.158, -1.084], [1.155, -3.327, 4.688], [-0.310, 3.471, 2.950], [1.044, 2.956, 2.345], [2.399, -3.631, 4.333], [4.139, -3.723, 2.414], [6.862, -1.855, 0.141], [-3.900, 4.974, 0.972], [3.292, 3.842, 2.269], [7.888, -0.564, 0.753], [-1.753, 2.675, -2.604], [-6.109, 3.352, 0.670], [-6.075, 1.070, -3.441], [-1.343, 2.717, 2.558], [-1.200, 1.807, -2.249], [2.773, -3.319, 2.506], [0.883, 2.433, 1.172], [-5.041, 2.151, 2.596], [-5.387, -0.729, -0.279], [-1.141, -5.460, 1.715], [5.116, -3.392, -0.038], [1.774, 4.961, 1.248], [2.101, 2.538, 4.509], [4.409, 1.315, -2.831], [5.404, -1.798, 2.174], [-6.084, 2.359, -2.238], [4.231, -2.233, -1.657], [2.590, -4.921, 4.641], [-4.332, -0.799, -3.267], [6.019, 1.366, 0.978], [1.887, 5.009, 3.393], [-4.732, 4.855, 2.519], [-5.602, 2.703, 3.352], [-2.335, -1.974, 0.086], [5.784, -0.129, 0.839], [4.253, 2.232, -3.406], [-6.636, 0.464, -0.681], [5.564, -1.129, -2.976], [0.908, -2.863, -0.093], [1.648, 1.950, 3.386], [4.323, -3.473, -0.780], [6.236, 1.818, 0.013], [-2.992, 0.313, -2.977], [4.724, -0.270, 2.715], [6.465, -0.554, 2.846], [-1.928, -0.248, 2.400], [-1.058, 3.330, -3.130], [-0.604, 4.717, 2.525], [2.755, 2.478, -0.054], [-0.433, -5.068, 0.653], [2.963, -1.568, -3.284], [5.484, -2.110, -2.518], [6.873, 1.550, 1.634], [0.380, -6.082, 0.329], [2.104, -2.415, -1.977], [-1.244, 3.940, -0.529], [1.859, 0.091, -2.681], [3.086, -3.316, -3.125], [3.737, -0.519, -0.186], [1.762, 1.836, -2.920], [-4.093, 1.830, 3.024], [7.132, -0.394, -0.835], [-2.528, 2.373, -3.307], [-2.542, -0.368, 1.112], [1.779, -4.294, 1.778], [-4.113, 4.161, -2.450], [4.422, 2.819, -0.551], [3.072, 3.360, -1.540], [-3.573, 1.911, -0.234], [2.007, 4.201, 2.320], [-0.364, 3.537, 4.287], [-6.592, 2.432, 0.348], [5.432, 1.321, -2.464], [-4.095, 4.315, 1.816], [-4.809, 3.043, 1.397], [2.474, -1.929, 2.303], [6.985, -0.776, 0.174], [-3.980, 0.023, 1.161], [1.300, 1.134, -1.368], [4.279, 0.474, -3.507], [-4.784, 0.676, -1.789], [5.149, 1.850, 1.416], [-3.367, -0.953, -1.799], [-2.692, 5.199, -2.559], [5.582, -0.726, 2.226], [0.493, -0.317, 1.113], [3.432, 2.548, -0.902], [3.389, -3.631, -0.244], [-0.248, -2.829, 2.074], [2.003, 1.052, -2.197], [-0.650, 3.119, -0.120], [-2.348, 3.420, -1.424], [3.425, 1.240, -1.677], [3.224, -2.924, 5.115], [-1.986, 0.816, 0.167], [4.517, -4.356, -1.393], [-1.273, -4.925, -0.370], [-1.640, 4.537, 0.290], [-6.787, 3.878, 1.342], [-3.257, 4.541, -1.899], [-3.626, 5.140, -1.072], [3.018, -2.381, -2.564], [-5.599, 1.260, 2.315], [0.742, 1.041, 3.772], [5.449, -2.853, -3.319], [0.562, -3.526, 1.129]],
  "lowdin_charge": [0.0927, 0.0584, -0.1105, -0.1156, 0.1019, 0.1262, 0.0523, 0.0629, 0.0711, -0.1019, 0.1418, -0.5293, -0.4113, -0.6480, -0.2735, 0.0605, 0.0602, 0.1583, 0.0810, -0.1040, -0.1118, 0.0900, 0.1313, 0.0779, 0.5528, -0.2007, -0.1002, 0.0599, 0.1290, 0.0608, 0.1560, 0.1539, -0.1245, 0.0478, 0.0664, -0.6621, 0.1175, 0.0947, -0.1315, 0.1415, 0.0959, 0.0955, 0.4789, -0.6654, 0.0775, 0.0707, 0.0487, -0.3897, -0.5602, -0.1345, 0.0640, 0.0638, 0.0592, 0.0851, -0.3811, 0.0942, 0.1331, 0.0442, -0.6499, 0.0577, -0.1166, 0.0824, 0.1176, 0.0480, -0.0977, 0.0538, 0.0838, 1.6388, 0.0826, 0.0837, 0.0676, 0.0596, 0.0447, -0.2741, 0.0575, 0.0544, 0.0872, 1.8405, -0.5477, 0.1586, 0.0616, 0.0667, -0.0933, -0.5831, -0.4517, -0.1251, -0.5152, 0.0368, 0.0557, -0.5860, 0.0618, -0.0187, 0.0924, -0.1443, 1.0004, -0.1336, 0.0403, -0.3919, -0.1431, 0.0593, -0.6182, -0.6707, 0.1260, -0.6230, 0.0887, 0.1126, 0.0653, 0.0928, -0.1034, 0.0590, -0.1370, 0.0777, 0.1346, 0.0794, 0.4929],
  "total_charge": -1,
  "homo_energy_ev": -4.97,
  "de_lowest_kcal_mol": 52.73,
  "total_energy_ha": -5575.953627
}

Record 2
{
  "formula": "C30H55BCl2N3O4P2",
  "method": "wB97M-V/def2-TZVPD",
  "species": ["Cl", "O", "H", "C", "C", "C", "C", "H", "H", "C", "C", "C", "C", "H", "H", "C", "H", "C", "H", "H", "H", "H", "H", "H", "H", "C", "C", "H", "N", "C", "H", "C", "H", "O", "H", "Cl", "H", "N", "C", "C", "H", "H", "H", "H", "C", "H", "H", "C", "H", "H", "H", "C", "P", "C", "H", "H", "H", "H", "H", "H", "H", "H", "H", "P", "O", "C", "H", "H", "H", "H", "B", "C", "C", "O", "C", "C", "H", "N", "H", "H", "H", "H", "H", "C", "H", "H", "C", "C", "H", "H", "H", "H", "H", "C", "H", "C", "H"],
  "xyz": [[-3.950, 2.384, -1.495], [2.810, -3.451, -0.842], [-3.032, -3.314, 1.876], [1.761, 2.976, -0.732], [-5.457, 0.920, 2.199], [2.891, -4.862, -0.464], [1.782, -2.885, 0.049], [-3.152, -0.861, -3.272], [2.620, -4.901, 0.660], [0.023, 4.043, -2.565], [5.999, 7.575, -0.116], [3.023, 3.284, -1.614], [-0.938, -1.177, 0.408], [-1.295, -2.016, 1.134], [0.741, -4.037, 5.302], [-3.659, 1.531, 0.151], [-3.302, 2.352, 0.899], [0.068, 0.548, -3.082], [3.981, -5.196, -0.532], [-6.190, -1.552, -1.034], [0.864, 0.694, -2.280], [0.392, 1.232, -3.960], [1.024, -6.975, 4.451], [5.828, 8.652, -0.201], [-5.379, -0.220, 2.335], [5.612, 5.395, -1.238], [-5.141, 1.323, 0.713], [1.131, 4.821, -4.490], [0.704, -5.078, 1.877], [-0.857, 1.408, 0.295], [-0.500, -6.104, 4.671], [1.867, -5.663, -1.403], [-0.052, -0.757, 1.041], [-0.275, -1.650, -0.787], [-6.558, 1.180, 2.448], [-5.774, 3.137, 0.727], [-5.273, -0.124, -1.789], [5.814, 4.233, -1.181], [-2.388, 0.111, 2.073], [0.551, -5.991, 4.396], [-3.197, -0.682, 2.326], [0.017, 0.917, -0.288], [1.515, -5.057, -2.319], [-3.064, 1.293, -3.952], [5.455, 7.091, 1.224], [-4.092, -3.720, -0.943], [-1.539, 0.792, -4.844], [1.242, -5.010, 5.346], [-4.818, 1.462, 2.990], [5.763, 7.261, -2.245], [2.325, -2.585, 1.008], [0.309, 3.354, -1.213], [-3.932, -1.351, 0.076], [0.637, -5.482, 2.986], [3.178, -4.134, 5.749], [-2.368, -3.143, -0.982], [2.364, -6.648, -1.697], [-1.444, -0.243, 2.585], [1.536, -1.674, -1.814], [-1.762, 2.563, -4.229], [4.271, 7.044, -1.319], [3.259, -5.771, 5.077], [0.905, -3.613, 0.227], [-2.328, 0.166, 0.119], [-1.499, 3.911, 0.208], [-1.913, 1.441, -3.981], [5.661, 6.030, 1.383], [0.022, -0.546, -3.427], [-2.220, -4.710, 0.928], [-4.883, -1.868, -2.289], [-2.065, 0.116, -1.830], [-0.860, 2.880, -0.162], [2.744, 3.953, -2.989], [-2.413, -1.060, -2.667], [-5.156, -1.191, -1.411], [1.291, 4.344, -3.451], [5.923, 7.639, 2.045], [-1.296, 1.086, -2.678], [-4.119, -4.673, 1.160], [1.142, -5.377, 6.372], [1.610, -0.647, -0.308], [2.868, -4.389, 4.035], [3.641, 4.171, -3.656], [2.721, -4.818, 5.030], [7.082, 7.418, -0.136], [-2.710, 1.086, 2.556], [-3.166, -4.053, 1.018], [5.351, 6.872, -1.311], [-5.940, 0.906, 0.028], [4.373, 7.244, 1.286], [0.948, -5.914, -0.753], [-1.040, 4.290, -2.884], [4.036, 2.964, -1.220], [-3.300, -3.128, -0.332], [-0.506, 1.379, 1.400], [1.159, -1.622, -0.720], [1.964, 2.449, 0.258]],
  "lowdin_charge": [0.5815, -0.2200, 0.0329, -0.0259, -0.2149, -0.2735, -0.1831, 0.0708, 0.0745, -0.0243, -0.2766, -0.0888, -0.3457, 0.0903, 0.1150, -0.7301, 0.0746, -0.0948, 0.1114, 0.0380, 0.0687, 0.0929, 0.1153, 0.1057, 0.0506, -0.1916, -0.6846, 0.0760, 0.1802, -0.2355, 0.1152, -0.0869, 0.0941, -0.2307, 0.0700, 0.4307, 0.0079, 0.1419, -0.2797, -0.1770, 0.0024, 0.0647, 0.0954, 0.0692, -0.1137, 0.0697, 0.0885, -0.2710, 0.0790, 0.1124, 0.1267, -0.0903, 0.8560, -0.1411, 0.0720, 0.0595, 0.0632, 0.0407, 0.1353, 0.0819, 0.1209, 0.0756, 0.0919, 0.4276, -0.0230, -0.1643, 0.0710, 0.0994, 0.0534, 0.0263, -0.5939, -0.3410, -0.1042, -0.0209, -0.3402, -0.0755, 0.0695, -0.1609, 0.0591, 0.1060, 0.1223, 0.0681, 0.0664, -0.1122, 0.1088, 0.0417, -0.1977, -0.1784, 0.0676, 0.0806, 0.0607, 0.0956, 0.0404, -0.4323, 0.1145, -0.1900, 0.0918],
  "total_charge": -1,
  "homo_energy_ev": -3.65,
  "total_energy_ha": -3268.879180
}